Entry 1:
Formula: C5H6O
Source: the Open Molecules 2025 dataset
Level of theory: ωB97M-V/def2-TZVPD

Element x y z (Å)
C  -1.55390  0.69967  0.19286
C  -1.19123  -0.77701  0.14161
O  0.08433  -0.82202  -0.53306
C  1.07789  -1.04158  0.29400
C  2.26578  -0.40326  -0.19333
C  3.13234  0.44624  -0.13672
H  -0.64398  1.27579  0.39867
H  -2.28100  0.90051  0.98279
H  -1.95806  1.04740  -0.76131
H  -1.90793  -1.38495  -0.41963
H  -1.02543  -1.19522  1.13856
H  3.87737  1.21016  -0.08626

The multiplicity is 1. As for the HOMO-LUMO gap: 8.64 eV. The value obtained for the LUMO energy is 0.0021 Eh. The value obtained for the HOMO energy is -8.581 eV.

Atom charges from the Löwdin analysis, given in e for atoms 1 to 5: -0.067, -0.235, -0.121, -0.068, -0.132



Entry 2:
Formula: C6H16NS
Source: the Open Molecules 2025 dataset
Level of theory: ωB97M-V/def2-TZVPD

Element x y z (Å)
C  -1.81488  2.05782  -1.25313
C  1.88396  1.26574  -1.35571
C  0.61652  2.13897  -1.12000
C  -0.52387  1.47415  -1.84622
H  -1.80807  1.73338  -0.19350
H  -2.75689  1.70388  -1.69319
H  -1.78622  3.15458  -1.26063
H  2.79267  1.68659  -0.90876
H  2.02742  1.11320  -2.44564
H  1.65936  0.30551  -0.88004
H  0.74806  3.17292  -1.49156
H  0.33089  2.16639  -0.05586
H  -0.44592  1.70087  -2.92536
H  -0.39983  0.39514  -1.69199
C  0.38819  -2.90855  1.97255
C  -0.61340  -2.31531  0.99130
S  -0.32927  -0.55446  0.74869
N  0.44889  -2.31145  3.28240
H  1.38787  -2.82510  1.51121
H  0.16787  -3.98769  2.10489
H  -1.64351  -2.46035  1.37063
H  -0.52665  -2.87437  0.04203
H  -0.40179  -2.53002  3.83119
H  0.59859  -1.30187  3.26672

The multiplicity is 1. As for the HOMO-LUMO gap: 6.68 eV. The value obtained for the LUMO energy is 0.1506 Eh. As for the net charge: -1. The value obtained for the HOMO energy is -2.583 eV.

Atom charges from the Löwdin analysis, given in e for atoms 1 to 5: -0.151, -0.146, -0.331, -0.362, 0.029



Entry 3:
Formula: C25H42IrN3O6P
Source: the Open Molecules 2025 dataset
Level of theory: ωB97M-V/def2-TZVPD

Element x y z (Å)
Ir  7.27290  9.49684  12.79825
O  7.42220  12.92180  12.69306
C  7.34308  12.29337  13.72338
O  7.93408  11.05301  13.82848
C  6.51191  12.56429  14.98030
C  7.48819  12.60670  16.16135
C  6.74817  13.08231  17.47330
C  5.95158  11.82020  17.77471
C  6.32488  10.87002  16.57057
O  7.73849  11.16285  16.41810
C  5.55634  11.49009  15.37483
C  5.14739  10.56426  14.24904
O  4.18963  10.79202  13.52318
O  5.86418  9.41372  14.26058
H  6.00729  13.53898  14.84192
H  8.44543  13.11362  15.95361
H  7.54632  13.30116  18.23237
H  6.20194  14.02395  17.40040
H  6.14231  11.24224  18.73304
H  4.87012  11.95889  17.76429
H  6.18550  9.79830  16.75696
H  4.59064  11.93780  15.73915
C  6.29063  17.75028  8.60665
C  6.48284  16.50664  9.46027
O  5.76593  16.23332  10.40376
N  7.54658  15.75467  9.09732
C  7.65998  14.35406  9.43032
C  6.41004  13.61042  9.16191
C  5.49908  13.86260  8.08769
C  4.40294  13.05721  7.83009
C  4.23450  11.92949  8.64679
C  5.12560  11.77515  9.70992
N  6.16834  12.54985  9.92917
H  7.16004  17.88409  7.94757
H  6.15317  18.63162  9.24795
H  5.38526  17.67890  7.93302
H  8.09544  16.14765  8.32738
H  7.95821  14.32231  10.46208
H  8.44228  13.92961  8.82728
H  5.53515  14.81358  7.48465
H  3.74096  13.27115  6.96770
H  3.45956  11.19455  8.48803
H  4.96413  10.98308  10.41972
N  8.68744  10.45515  11.40740
H  8.64402  10.11270  10.48707
H  9.55653  10.28531  11.91497
H  8.57348  11.48376  11.54288
C  7.96489  5.21269  10.93446
C  8.17830  6.73620  11.07835
C  8.62999  7.34407  9.73727
P  6.70040  7.51002  11.80200
C  5.54369  7.75460  10.38450
C  5.27490  6.51084  9.48330
C  4.27022  8.36160  11.03794
C  6.03170  6.40653  13.12938
C  5.15371  5.18043  12.68058
C  6.98866  6.09618  14.25003
H  8.90991  4.68337  10.75359
H  7.30356  4.96078  10.11870
H  7.67388  4.69536  11.86689
H  8.95835  7.01849  11.86588
H  7.95644  7.13296  8.92651
H  9.59696  6.96872  9.36166
H  8.71130  8.41158  9.80401
H  5.94934  8.51172  9.69248
H  4.52496  5.76893  9.86971
H  6.19924  5.94471  9.32095
H  5.06457  6.92368  8.50636
H  3.74800  7.59488  11.58412
H  3.64787  8.72040  10.21495
H  4.51604  9.18809  11.71918
H  5.27914  7.06917  13.60615
H  5.67678  4.41145  12.15488
H  4.30203  5.44863  11.99705
H  4.65469  4.69110  13.53865
H  8.03076  5.64279  13.98741
H  6.47228  5.41037  15.02425
H  7.22695  7.05280  14.70670

The multiplicity is 6. As for the expectation value of S²: 8.770. As for the HOMO-LUMO gap (spin up / spin down): 6.22 / 3.96 eV. The value obtained for the LUMO energy (spin up / spin down) is -0.2215 / -0.3781 Eh. As for the net charge: +2. The value obtained for the HOMO energy (spin up / spin down) is -12.247 / -14.247 eV.

Atom charges from the Löwdin analysis, given in e for atoms 1 to 5: 1.368, 0.084, -0.459, -0.239, -0.131



Entry 4:
Formula: C12H15CoF9N2O12
Source: the Open Molecules 2025 dataset
Level of theory: ωB97M-V/def2-TZVPD

Element x y z (Å)
Co  -20.27082  -1.67264  18.37757
N  -18.76924  -0.12660  16.89493
O  -19.13652  -1.22230  16.56228
O  -17.87615  0.50868  16.37614
O  -19.33367  0.14645  17.96646
N  -21.81177  -3.81234  18.30411
O  -22.61017  -4.71685  18.26494
O  -21.63005  -3.06901  19.26580
O  -21.10353  -3.52686  17.37130
C  -22.43377  2.67288  19.01163
C  -23.07823  1.47193  19.69427
O  -23.87294  0.69523  18.79844
C  -23.35820  -0.16136  17.90567
O  -22.19058  -0.57810  17.87270
C  -24.40253  -0.63931  16.89147
F  -23.99489  -0.49187  15.59470
F  -24.56734  -1.93581  16.97161
F  -25.58106  -0.05724  17.04864
H  -21.48778  2.41507  18.53546
H  -22.23281  3.45757  19.74100
H  -23.14635  3.09694  18.30417
H  -23.70990  1.79508  20.52172
H  -22.40843  0.78103  20.20625
C  -17.53646  -3.93997  15.68884
C  -16.68913  -3.68477  16.90476
O  -17.15395  -4.46676  17.95504
C  -18.00806  -4.02645  18.90571
O  -18.52610  -2.86331  18.82436
C  -18.38520  -5.12857  19.92758
F  -17.36588  -5.99080  20.03419
F  -18.80627  -4.49513  21.04174
F  -19.39747  -5.87557  19.54157
H  -17.42129  -4.90250  15.19046
H  -17.24655  -3.39382  14.79119
H  -18.57581  -3.61844  15.75560
H  -16.71443  -2.61641  17.11940
H  -15.66480  -4.05306  16.84824
C  -18.08112  2.59273  21.97101
C  -18.84442  1.56407  21.08976
O  -19.09238  0.51365  21.95913
C  -19.78276  -0.63261  21.50284
O  -20.17032  -0.79381  20.35495
C  -19.90584  -1.66159  22.61668
F  -21.10513  -2.29729  22.57069
F  -18.83810  -2.48280  22.61473
F  -19.88074  -0.99373  23.76292
H  -18.34719  3.60113  21.65408
H  -17.01604  2.53415  21.74682
H  -18.24833  2.48211  23.04241
H  -18.24669  1.25916  20.23078
H  -19.73904  2.00491  20.64999

The multiplicity is 4. As for the expectation value of S²: 3.756. As for the HOMO-LUMO gap (spin up / spin down): 9.22 / 9.23 eV. The value obtained for the LUMO energy (spin up / spin down) is -0.0139 / -0.0183 Eh. The value obtained for the HOMO energy (spin up / spin down) is -9.596 / -9.729 eV.

Atom charges from the Löwdin analysis, given in e for atoms 1 to 5: 0.817, -0.573, -0.018, 0.086, -0.079



Entry 5:
Formula: C7H28O7
Source: the Open Molecules 2025 dataset
Level of theory: ωB97M-V/def2-TZVPD

Element x y z (Å)
C  2.87959  -4.12719  -0.52469
O  3.69551  -3.20071  -1.18089
H  2.77343  -3.90673  0.53125
H  1.89606  -4.15141  -0.96031
H  3.22544  -5.16943  -0.50559
H  4.58681  -3.27843  -0.84482
C  2.91847  2.05153  -0.45885
O  3.86923  2.74574  -1.20927
H  3.35188  1.57189  0.43831
H  2.11711  2.69123  -0.06973
H  2.50157  1.28576  -1.10106
H  4.38766  3.40925  -0.76070
C  -3.57757  -0.06039  -2.15834
O  -4.95703  -0.15994  -1.96538
H  -3.25416  0.39917  -3.10686
H  -3.26240  0.59626  -1.35612
H  -3.05759  -1.01906  -2.05627
H  -5.39838  -0.59725  -2.70061
C  -2.59020  1.40760  1.87778
O  -2.60644  2.78056  2.23368
H  -2.91315  0.75244  2.68491
H  -3.23202  1.24460  1.01204
H  -1.59247  1.08986  1.62727
H  -3.37366  3.04862  2.73064
C  -0.93930  3.40795  -0.61258
O  -0.77849  2.03651  -1.13590
H  -0.12279  4.06702  -0.91993
H  -1.90678  3.76319  -0.94532
H  -0.90863  3.29732  0.46602
H  -0.71653  1.98853  -2.08746
C  -0.07079  -1.39758  -0.79316
O  -0.06811  -0.37253  0.20147
H  -0.91881  -1.29225  -1.45082
H  0.86491  -1.45211  -1.33581
H  -0.16785  -2.37304  -0.31794
H  -0.21362  0.48797  -0.23363
C  1.53585  -2.02419  2.99380
O  0.20389  -1.88719  2.62993
H  1.50260  -2.57408  3.93542
H  2.17246  -2.62341  2.33434
H  2.00937  -1.08205  3.28745
H  0.13494  -1.37404  1.80776

The multiplicity is 1. As for the HOMO-LUMO gap: 10.33 eV. The value obtained for the LUMO energy is 0.0205 Eh. The value obtained for the HOMO energy is -9.767 eV.

Atom charges from the Löwdin analysis, given in e for atoms 1 to 5: -0.182, -0.100, 0.054, 0.069, 0.080



Short version: relative energy (zero: lowest compared OMol25 entry of this formula, charge and spin) = 105.9; 8.7; 23.4; 63.5; 86.1 kcal per mole, in the order given.